{
  "formula": "C51H122AsF6N7O22",
  "method": "ωB97M-V/def2-TZVPD",
  "total_charge": 0,
  "energy_ev": -187473.56042,
  "orbital_gap_ev": 8.57,
  "symbols": ["C", "C", "N", "C", "C", "N", "C", "C", "H", "H", "H", "H", "H", "H", "H", "H", "H", "H", "H", "As", "F", "F", "F", "F", "F", "F", "C", "C", "O", "C", "O", "O", "C", "H", "H", "H", "H", "H", "H", "H", "H", "C", "C", "O", "C", "O", "O", "C", "H", "H", "H", "H", "H", "H", "H", "H", "C", "C", "O", "C", "O", "O", "C", "H", "H", "H", "H", "H", "H", "H", "H", "C", "O", "C", "C", "N", "C", "C", "O", "C", "H", "H", "H", "H", "H", "H", "H", "H", "H", "H", "H", "H", "H", "H", "H", "C", "O", "C", "C", "N", "C", "C", "O", "C", "H", "H", "H", "H", "H", "H", "H", "H", "H", "H", "H", "H", "H", "H", "H", "C", "O", "C", "C", "N", "C", "C", "O", "C", "H", "H", "H", "H", "H", "H", "H", "H", "H", "H", "H", "H", "H", "H", "H", "C", "O", "C", "C", "N", "C", "C", "O", "C", "H", "H", "H", "H", "H", "H", "H", "H", "H", "H", "H", "H", "H", "H", "H", "C", "O", "C", "C", "N", "C", "C", "O", "C", "H", "H", "H", "H", "H", "H", "H", "H", "H", "H", "H", "H", "H", "H", "H", "C", "O", "H", "H", "H", "H", "C", "O", "H", "H", "H", "H", "C", "O", "H", "H", "H", "H"],
  "xyz": [[2.82909, 1.15686, 0.61950], [1.29347, 1.31451, 0.85279], [0.54855, 0.32019, 0.20991], [0.18696, 0.28500, -1.06962], [-0.38680, -0.91533, -1.35235], [-0.28721, -1.75177, -0.20630], [0.34033, -0.96494, 0.74287], [-0.68419, -3.05195, 0.04059], [3.13179, 1.41954, -0.39415], [3.26116, 0.17363, 0.80570], [3.42089, 1.81736, 1.25323], [0.98645, 2.26651, 0.41976], [1.04818, 1.21348, 1.91002], [0.32850, 1.17071, -1.67118], [-0.79376, -1.38632, -2.23494], [0.59685, -1.24899, 1.75278], [-1.12374, -3.37774, -0.90215], [-1.28309, -3.10532, 0.94974], [0.13592, -3.74565, 0.22581], [2.18202, 1.83320, 5.52303], [3.40734, 1.34470, 6.76959], [1.87969, 3.47193, 6.26803], [0.88312, 2.24075, 4.27687], [2.34017, 0.17226, 4.77719], [0.85368, 1.28586, 6.60378], [3.28079, 2.45631, 4.37362], [-2.74582, -7.03860, -1.99633], [-1.33846, -6.47670, -2.02568], [-0.53112, -7.20731, -2.89841], [-0.32754, -6.88276, -4.17775], [-0.84366, -5.89469, -4.71924], [0.53496, -7.85237, -4.74944], [0.92582, -7.65974, -6.09415], [-3.16913, -6.51836, -1.13711], [-2.79301, -8.09751, -1.74220], [-3.19932, -6.84085, -2.96758], [-0.85543, -6.65250, -1.06449], [-1.31830, -5.39732, -2.17614], [1.31623, -6.65430, -6.25156], [0.11955, -7.67258, -6.82754], [1.68847, -8.39906, -6.33884], [7.58363, -1.35560, -1.57774], [6.32531, -2.08776, -1.40033], [5.87099, -1.72722, -0.03399], [4.75386, -2.29790, 0.50667], [3.94537, -3.06921, -0.08853], [4.70094, -1.86821, 1.77909], [3.66625, -2.42971, 2.67701], [8.41437, -1.97963, -1.24825], [7.68047, -0.43012, -1.01010], [7.76170, -1.05169, -2.60925], [6.29497, -3.17085, -1.51908], [5.60640, -1.57558, -2.03982], [2.66822, -2.10340, 2.38450], [3.94018, -2.32467, 3.72679], [3.86378, -3.48997, 2.51914], [5.67104, 4.17684, 1.59797], [6.85782, 5.08363, 1.09901], [6.36292, 6.39690, 0.76600], [7.12204, 7.44494, 0.78134], [8.25024, 7.42341, 1.13090], [6.51616, 8.50036, 0.23968], [7.17715, 9.62948, -0.25555], [5.13279, 4.68578, 2.39757], [5.94481, 3.23745, 2.07829], [5.04244, 3.90473, 0.75008], [7.39940, 4.77153, 0.20605], [7.57525, 5.29509, 1.89191], [6.74541, 10.48578, 0.26256], [7.01609, 9.75139, -1.32667], [8.23646, 9.60978, 0.00051], [-8.52904, 1.91784, -1.51936], [-7.78439, 2.00854, -0.29792], [-7.59800, 0.81515, 0.40418], [-6.34006, 0.81535, 1.18115], [-5.17700, 0.26485, 0.50917], [-4.97781, 0.79297, -0.81240], [-3.49440, 0.96355, -1.14920], [-2.69023, 1.85336, -0.42952], [-3.23000, 3.19422, -0.23678], [-8.74108, 2.94057, -1.83104], [-9.44071, 1.32652, -1.43394], [-7.93716, 1.50206, -2.33478], [-7.74374, -0.11202, -0.15009], [-8.53562, 0.83110, 0.95979], [-6.65983, 0.15662, 1.98857], [-6.13997, 1.85064, 1.45729], [-4.39936, 0.54263, 1.09072], [-5.44835, 1.75743, -1.00348], [-5.39685, 0.18780, -1.61631], [-3.30816, 1.10491, -2.21383], [-3.01841, 0.01253, -0.91026], [-2.43007, 3.86480, 0.07711], [-3.99585, 3.39243, 0.51307], [-3.52746, 3.59679, -1.20505], [2.79747, -6.12619, -0.19242], [3.81243, -6.76034, 0.51099], [3.29745, -7.35012, 1.77166], [2.29830, -6.54788, 2.59428], [1.91256, -7.10273, 3.80570], [2.96411, -7.60485, 4.61865], [3.72750, -6.36747, 5.22033], [2.73221, -5.78549, 6.00393], [3.26962, -4.77369, 6.83924], [3.20426, -5.93777, -1.18596], [2.47821, -5.20220, 0.28967], [1.92517, -6.75912, -0.35548], [4.24281, -7.62147, 2.24152], [2.85186, -8.32579, 1.57770], [1.47856, -6.30841, 1.91695], [2.80903, -5.60603, 2.79472], [1.55445, -6.34976, 4.37569], [3.52184, -8.44157, 4.19801], [2.45832, -8.20260, 5.37691], [4.11091, -5.64170, 4.50315], [4.60063, -6.76750, 5.73581], [3.66296, -4.04659, 6.12881], [3.88888, -5.03972, 7.69589], [2.36461, -4.38468, 7.30586], [-4.69452, 3.04572, -8.99370], [-3.76381, 2.82940, -7.91677], [-4.40784, 3.00672, -6.60697], [-3.47055, 3.21717, -5.43428], [-2.67803, 2.12573, -4.93712], [-1.70632, 1.71156, -5.94017], [-0.68139, 0.71075, -5.39521], [0.12156, 1.16550, -4.29688], [0.65387, 2.52333, -4.42240], [-5.46032, 2.34092, -9.31758], [-4.06904, 3.08613, -9.88547], [-5.14196, 4.03742, -9.06034], [-4.91502, 2.08773, -6.31316], [-5.01861, 3.90642, -6.68171], [-4.03063, 3.72924, -4.65186], [-2.81278, 4.07064, -5.59867], [-2.31296, 2.10047, -3.99575], [-1.22892, 2.47372, -6.55605], [-2.28264, 1.20711, -6.71573], [-0.00139, 0.47941, -6.21507], [-1.08706, -0.24787, -5.07180], [1.29320, 2.61807, -5.30011], [1.22980, 2.71640, -3.51734], [-0.16247, 3.24451, -4.38254], [-3.07705, 2.54414, 3.66320], [-3.18730, 1.43882, 2.82670], [-2.06324, 0.63667, 2.73595], [-1.82066, -0.32219, 3.98229], [-0.60886, -1.14058, 3.78727], [-0.68697, -2.13911, 4.90524], [0.26473, -3.31396, 4.72671], [0.16844, -4.16368, 3.52537], [-1.09066, -4.82170, 3.27995], [-3.56795, 3.33756, 3.09964], [-2.09411, 2.92717, 3.93744], [-3.57466, 2.30029, 4.60183], [-1.13739, 1.08621, 2.37705], [-2.45157, 0.00984, 1.93321], [-2.72022, -0.92908, 4.08512], [-1.77260, 0.29316, 4.88070], [0.16616, -0.49652, 3.85539], [-1.65308, -2.58026, 5.15043], [-0.54628, -1.58678, 5.83435], [0.22821, -3.93449, 5.62208], [1.22501, -2.80052, 4.77509], [-0.89162, -5.38986, 2.37129], [-1.98270, -4.20410, 3.17529], [-1.22762, -5.55518, 4.07453], [2.45161, 5.54418, -0.64403], [1.26174, 5.05970, 0.05458], [1.16747, 5.43781, 1.47422], [-0.31772, 5.17794, 1.75818], [-1.11863, 6.36684, 1.40670], [-0.99780, 7.48609, 2.32858], [-1.93565, 8.63801, 2.00773], [-1.64074, 9.01968, 0.69900], [-2.30475, 10.06888, 0.00576], [2.92928, 4.72567, -1.18252], [3.22879, 5.96176, -0.00393], [2.23841, 6.40279, -1.28077], [1.57061, 6.44452, 1.58427], [2.04591, 4.93269, 1.87585], [-0.30394, 4.90718, 2.81393], [-0.61332, 4.29550, 1.19070], [-1.04179, 6.67241, 0.44710], [0.06265, 7.73683, 2.30274], [-1.13919, 7.11964, 3.34535], [-1.79247, 9.48010, 2.68484], [-2.96319, 8.31882, 2.18207], [-1.62270, 10.43567, -0.76130], [-2.65732, 10.74915, 0.78102], [-3.13389, 9.53843, -0.46249], [-4.17650, -3.19040, 0.09000], [-3.37115, -4.20148, 0.65347], [-4.76833, -3.62910, -0.71335], [-4.75393, -2.80253, 0.92919], [-3.72617, -2.26596, -0.27156], [-3.97676, -4.91598, 0.86401], [1.31238, -2.62714, -3.84686], [0.43252, -3.64266, -3.22238], [1.88697, -2.93588, -4.72014], [0.66209, -1.86454, -4.27543], [1.92315, -2.05079, -3.15197], [0.06768, -4.26226, -3.85844], [-3.42074, -1.89203, -4.05190], [-3.10410, -2.56617, -2.80012], [-4.31208, -2.22145, -4.58584], [-3.67080, -0.87111, -3.76329], [-2.61423, -1.85729, -4.78431], [-2.41972, -3.21736, -2.97094]]
}